One molecule with the formula C18H19NO2S2, computed with the ωB97M-V functional and the def2-TZVPD basis.

ORCA input file:
```
! wB97M-V def2-TZVPD RIJCOSX def2/J DEFGRID3
* xyz 0 1
C -6.599 -3.343 -0.701
H -7.098 -2.404 -0.480
H -7.264 -4.173 -0.484
H -6.280 -3.389 -1.739
S -5.172 -3.561 0.399
C -4.138 -2.184 0.041
C -2.969 -2.076 0.795
C -2.084 -1.043 0.577
C -2.347 -0.078 -0.396
C -3.536 -0.180 -1.120
C -4.418 -1.221 -0.921
H -5.318 -1.268 -1.513
H -3.753 0.577 -1.858
C -1.481 1.084 -0.712
O -1.972 2.130 -1.076
C 0.035 0.943 -0.651
C 0.564 -0.396 -1.172
C 2.090 -0.390 -1.114
H 2.486 -1.354 -1.435
H 2.482 0.380 -1.783
C 2.560 -0.095 0.312
N 2.019 1.165 0.765
C 2.727 2.313 0.920
O 2.195 3.390 1.105
C 4.213 2.178 0.905
C 5.012 2.871 0.051
S 6.680 2.588 0.343
C 6.303 1.541 1.654
C 4.966 1.414 1.839
H 4.521 0.819 2.617
H 7.097 1.085 2.211
H 4.712 3.529 -0.739
C 0.574 1.219 0.763
H 0.279 2.219 1.088
H 0.199 0.482 1.480
H 3.648 -0.066 0.350
H 2.208 -0.887 0.985
H 0.228 -0.549 -2.200
H 0.183 -1.222 -0.571
H 0.425 1.744 -1.291
H -1.208 -0.978 1.201
H -2.771 -2.815 1.557
*
```

Computed properties:
HOMO level, eV: -8.378
E_LUMO, hartree: 0.0130
Relative energy (zero: lowest compared OMol25 entry of this formula, charge and spin), kJ/mol: 12.6
Orbital gap, eV: 8.73

One molecule with the formula C18H19NO4, computed with the ωB97M-V functional and the def2-TZVPD basis.

ORCA input file:
```
! wB97M-V def2-TZVPD RIJCOSX def2/J DEFGRID3
* xyz 0 1
C 0.808 -5.839 -4.355
H 0.686 -5.271 -5.273
H 0.344 -6.815 -4.463
H 1.869 -5.961 -4.157
C 0.164 -5.080 -3.193
C -1.319 -4.891 -3.505
O -1.813 -3.904 -3.970
O -2.014 -5.999 -3.220
H -2.949 -5.884 -3.458
O 0.826 -3.843 -3.084
C 0.454 -2.974 -2.105
C -0.470 -3.241 -1.100
C -0.746 -2.276 -0.149
C -0.132 -1.030 -0.186
C 0.804 -0.774 -1.185
C 1.097 -1.735 -2.128
H 1.824 -1.553 -2.903
H 1.335 0.166 -1.215
C -0.482 -0.044 0.877
O -0.795 -0.379 2.003
N -0.447 1.251 0.480
H -0.232 1.470 -0.479
C -0.715 2.353 1.374
H -1.578 2.915 1.002
H -0.961 1.911 2.343
C 0.509 3.263 1.499
C 0.411 4.311 2.577
C 1.585 4.841 3.104
C 1.551 5.821 4.078
C 0.336 6.290 4.547
C -0.838 5.770 4.032
C -0.801 4.791 3.054
H -1.731 4.402 2.668
H -1.791 6.128 4.393
H 0.305 7.053 5.310
H 2.474 6.218 4.473
H 2.538 4.477 2.745
H 0.681 3.764 0.540
H 1.382 2.636 1.700
H -1.453 -2.478 0.641
H -0.979 -4.191 -1.045
H 0.261 -5.668 -2.268
*
```

Computed properties:
HOMO level, eV: -8.742
E_LUMO, hartree: 0.0212
Relative energy (zero: lowest compared OMol25 entry of this formula, charge and spin), kJ/mol: 38.7
Orbital gap, eV: 9.32

C18H20AuF6N3P as an isolated structure, computed with the ωB97M-V functional and the def2-TZVPD basis.

ORCA input file:
```
! wB97M-V def2-TZVPD RIJCOSX def2/J DEFGRID3
* xyz 0 2
Au 0.855 -1.115 0.885
N -1.029 1.132 1.513
C -2.186 0.451 1.872
C -2.580 0.371 3.210
C -3.733 -0.311 3.566
C -4.517 -0.930 2.602
C -4.116 -0.868 1.273
C -2.958 -0.202 0.905
H -0.733 1.854 2.149
H -0.934 1.388 0.540
H -1.984 0.863 3.971
H -4.025 -0.348 4.608
H -5.427 -1.445 2.880
H -4.714 -1.344 0.505
H -2.657 -0.149 -0.134
C -0.323 -2.563 1.147
C -0.864 -3.786 1.378
C -0.075 -4.939 1.103
C -0.607 -6.185 1.336
C -1.902 -6.326 1.836
C -2.679 -5.201 2.109
C -2.184 -3.937 1.889
H 0.925 -4.816 0.711
H -0.013 -7.064 1.125
H -2.304 -7.314 2.011
H -3.682 -5.319 2.497
H -2.774 -3.055 2.098
C 4.951 2.282 -0.700
C 4.110 1.546 0.284
C 4.152 1.488 1.667
C 3.065 0.698 2.050
N 2.402 0.298 0.959
N 3.067 0.808 -0.098
C 2.618 0.339 3.426
H 5.918 2.520 -0.264
H 4.466 3.214 -0.993
H 5.109 1.691 -1.601
H 4.867 1.969 2.313
H 2.653 0.701 -1.018
H 3.420 -0.152 3.976
H 1.758 -0.329 3.393
H 2.336 1.238 3.976
F -1.043 0.351 -1.646
P 0.210 1.018 -2.431
F -0.712 2.165 -3.033
F 1.537 1.639 -3.109
F -0.035 0.066 -3.685
F 0.505 1.924 -1.099
F 1.190 -0.161 -1.755
*
```

Computed properties:
HOMO level (spin up / spin down), eV: -8.023 / -8.132
E_LUMO (spin up / spin down), hartree: -0.0698 / -0.0584
Relative energy (zero: lowest compared OMol25 entry of this formula, charge and spin), kJ/mol: 0.0
Orbital gap (spin up / spin down), eV: 6.12 / 6.54

C18H20BCl5LuN6S3 as an isolated structure, computed with the ωB97M-V functional and the def2-TZVPD basis.

ORCA input file:
```
! wB97M-V def2-TZVPD RIJCOSX def2/J DEFGRID3
* xyz 1 1
Lu 0.249 0.619 -0.178
Cl 3.643 0.194 -2.187
C 3.758 0.454 -0.484
C 2.539 0.565 0.180
C 2.633 0.813 1.551
Cl 1.093 1.000 2.360
C 3.828 0.927 2.249
Cl 3.860 1.239 3.933
C 5.021 0.776 1.532
Cl 6.524 0.884 2.348
C 4.992 0.544 0.153
Cl 6.457 0.382 -0.719
C 1.015 3.264 -3.336
N -0.362 3.304 -2.922
C -1.483 3.335 -3.709
C -2.550 3.397 -2.869
N -2.101 3.402 -1.582
B -2.978 3.700 -0.331
N -2.555 2.782 0.863
C -2.488 3.244 2.146
C -2.334 2.192 2.989
N -2.293 1.063 2.209
C -2.359 -0.302 2.668
C -2.421 1.455 0.912
S -2.400 0.338 -0.415
C -0.770 3.331 -1.630
S 0.323 3.255 -0.301
H 1.072 3.199 -4.420
H 1.516 2.394 -2.888
H 1.529 4.168 -3.000
H -1.432 3.316 -4.779
H -3.596 3.444 -3.087
H -2.765 4.820 -0.003
H -4.111 3.472 -0.590
H -2.560 4.291 2.350
H -2.237 2.150 4.055
H -2.086 -0.350 3.719
H -1.678 -0.932 2.085
H -3.378 -0.677 2.539
S 0.303 -2.002 0.976
C 0.164 -3.608 0.417
N 1.267 -4.296 0.149
C 1.264 -5.696 -0.235
C -0.057 -6.015 -0.926
C -1.206 -5.583 -0.020
N -1.029 -4.181 0.313
H 2.151 -3.828 0.285
H 1.395 -6.324 0.654
H 2.104 -5.870 -0.909
H -0.120 -7.078 -1.148
H -0.119 -5.466 -1.869
H -1.222 -6.184 0.898
H -2.165 -5.700 -0.525
H -1.840 -3.622 0.533
*
```

Computed properties:
HOMO level, eV: -10.966
E_LUMO, hartree: -0.1150
Relative energy (zero: lowest compared OMol25 entry of this formula, charge and spin), kJ/mol: 110.5
Orbital gap, eV: 7.84

C18H20BClF4N2OSeTc as an isolated structure, computed with the ωB97M-V functional and the def2-TZVPD basis.

ORCA input file:
```
! wB97M-V def2-TZVPD RIJCOSX def2/J DEFGRID3
* xyz 0 2
Tc -0.531 1.422 0.765
C 0.646 1.096 4.643
O -0.001 1.476 3.427
C -0.131 0.606 2.389
C 0.231 -0.822 2.664
H 1.626 0.659 4.448
H 0.035 0.393 5.210
H 0.763 2.012 5.213
H -0.105 -1.162 3.646
H 1.320 -0.938 2.623
H -0.200 -1.457 1.894
C 1.586 0.346 -3.834
N 2.003 1.420 -2.947
C 1.911 1.422 -1.605
Se 1.255 0.023 -0.524
N 2.397 2.587 -1.170
C 2.749 3.398 -2.241
C 3.215 4.702 -2.310
C 3.458 5.206 -3.575
C 3.248 4.433 -4.727
C 2.770 3.137 -4.651
C 2.517 2.643 -3.379
H 1.427 -0.551 -3.245
H 2.365 0.165 -4.572
H 0.660 0.616 -4.341
H 2.348 2.865 -0.198
H 3.356 5.299 -1.420
H 3.807 6.224 -3.679
H 3.454 4.864 -5.698
H 2.595 2.546 -5.540
Cl -4.401 4.009 -3.690
C -3.695 2.867 -2.575
C -4.082 2.876 -1.250
C -3.547 1.933 -0.380
C -2.620 0.983 -0.814
C -1.983 0.039 0.145
C -2.237 1.019 -2.161
C -2.763 1.950 -3.037
H -4.794 3.611 -0.900
H -3.851 1.942 0.662
H -1.582 -0.833 -0.371
H -2.674 -0.280 0.926
H -1.514 0.292 -2.516
H -2.458 1.973 -4.075
F -0.285 3.105 -0.945
B -0.082 4.057 0.118
F 0.861 3.359 1.003
F -1.276 4.188 0.818
F 0.459 5.223 -0.337
*
```

Computed properties:
HOMO level (spin up / spin down), eV: -7.521 / -7.139
E_LUMO (spin up / spin down), hartree: -0.0019 / 0.0050
Orbital gap (spin up / spin down), eV: 7.47 / 7.27